{"formula": "C8H18N4PS", "method": "wB97M-V/def2-TZVPD", "largest_force_ev_per_a": 1.80, "e_tot_ha": -1273.95151, "total_charge": 1, "homo_energy_ev": -12.365, "species": ["N", "C", "N", "C", "C", "C", "P", "S", "N", "H", "H", "H", "H", "H", "H", "H", "H", "H", "H", "H", "C", "C", "C", "C", "N", "H", "H", "H", "H", "H", "H", "H"], "coordinates": [[1.30428, 1.64890, 1.16592], [0.74125, 1.21219, 0.06205], [-0.09951, 2.06191, -0.65514], [0.30318, 2.09723, -2.08621], [0.39807, 0.68151, -2.66240], [1.34743, -0.17182, -1.82275], [3.14098, 0.28383, -2.04860], [4.34505, -1.20054, -2.06347], [0.95442, -0.03161, -0.39535], [0.83733, 2.36933, 1.70040], [2.20182, 1.31866, 1.48727], [-1.07248, 1.76452, -0.58481], [-0.42664, 2.69435, -2.62451], [1.25230, 2.63269, -2.15927], [-0.59816, 0.23709, -2.63136], [0.72861, 0.68776, -3.70034], [1.29252, -1.22192, -2.10117], [3.09175, 1.08316, -3.20369], [3.32468, 1.22267, -1.00974], [1.55419, -0.57962, 0.21959], [-1.20714, -2.18863, 1.29543], [-1.66035, -1.95779, 2.72969], [-3.09508, -1.40558, 2.74519], [-3.07624, -0.14982, 1.98558], [-2.94418, 0.77673, 1.31954], [-1.25075, -1.25125, 0.74049], [-0.17691, -2.55061, 1.27238], [-1.82280, -2.92572, 0.77895], [-1.01398, -1.22413, 3.21646], [-1.59244, -2.87467, 3.31419], [-3.44899, -1.21111, 3.75753], [-3.79480, -2.09739, 2.27447]]}